Density functional theory data (the ωB97M-V functional and the def2-TZVPD basis) for C33H75AsF6N9O3 as an isolated structure in a non-equilibrium geometry.

The geometry in XYZ format:
```
127
Properties=species:S:1:pos:R:3:forces:R:3:lowdin_charge:R:1
H 5.9682 3.0646 -6.4800 -0.5 0.1 0.2 0.069
C 4.2155 12.3438 -8.6180 1.5 0.9 -0.8 -0.224
H 1.9921 12.3321 -6.3560 0.3 0.2 -0.1 0.106
H 2.6658 13.0811 -9.4586 -0.4 0.3 -0.1 0.100
H 3.7814 9.5798 -7.6564 -0.8 -0.8 -0.3 0.110
H 13.0206 14.3815 -10.7118 0.1 -0.1 -0.1 0.112
H 4.9775 1.2877 -19.9599 0.1 -0.4 0.2 0.102
H 0.4020 8.2633 -17.7308 -0.1 -0.4 0.1 0.145
C 3.8862 4.2972 -5.0211 0.6 -0.1 2.2 0.014
C 6.3606 4.3106 -4.7133 0.3 -0.1 -1.2 -0.168
H 6.6404 2.1065 -5.1891 0.2 0.3 0.4 0.092
O 3.0923 13.2527 -8.6158 -0.4 -1.9 0.9 -0.041
H 5.1308 11.1871 -4.6561 -0.1 0.1 -0.3 0.118
H 7.1622 4.5262 -4.0068 -0.5 -0.5 0.6 0.135
H 6.7797 3.3981 -21.4849 -0.7 0.2 0.1 0.108
C 4.7981 11.8557 -7.2792 -1.2 1.1 -0.1 -0.092
H 11.2132 11.3538 -11.3678 -0.9 0.4 -0.1 0.115
F 7.2446 8.1836 -11.0122 0.7 -1.0 -0.4 -0.314
N 14.1256 2.5250 -10.2566 -1.4 -1.6 -3.3 -0.036
O 7.4728 3.0594 -17.6515 -0.5 -0.4 -0.7 -0.054
N -1.7852 8.8509 -15.4050 2.4 -0.6 2.7 -0.046
H 14.9327 13.8214 -12.7919 0.0 0.0 -0.2 0.123
H 12.6586 11.7009 -13.1228 0.1 0.4 -1.2 0.133
N 0.0192 7.5490 -15.7076 -1.8 2.5 0.5 -0.075
F 8.6563 4.9525 -11.5282 -0.5 1.2 0.1 -0.303
H 2.3688 10.6885 -7.9220 -0.2 -0.4 0.2 0.104
H 5.1710 12.7500 -6.7798 0.0 -0.3 0.6 0.139
As 7.9671 6.5771 -11.3093 -0.1 -0.1 0.2 0.900
H -4.3567 7.8860 -15.0799 0.2 -0.2 -0.2 0.087
H 4.2518 11.4669 -9.2644 -1.3 0.0 -0.4 0.120
H 3.3834 13.0469 -5.4910 -0.1 -0.2 0.1 0.119
H 1.3854 4.7552 -1.9988 0.0 -0.4 -0.2 0.108
H 13.2025 1.7130 -8.4479 0.4 0.2 -0.1 0.141
N 3.7701 11.1494 -6.3950 0.4 0.5 1.3 -0.349
H 7.6083 1.1861 -22.4766 0.0 0.2 0.2 0.113
H 11.8594 1.9428 -13.3236 -0.5 -0.7 -0.8 0.118
C 13.7943 11.0306 -10.8873 -0.9 1.2 -0.4 0.039
H 1.3838 6.5944 -14.4793 -0.2 -0.3 -0.1 0.104
N 12.9974 12.3024 -11.2451 2.0 2.4 -0.3 -0.359
H 8.1520 0.0825 -21.1646 0.1 -0.1 -0.5 0.099
H -5.0902 9.4274 -15.0467 0.1 0.3 -0.3 0.096
H 14.3471 13.1395 -14.3655 0.0 0.8 0.0 0.135
N 5.0112 4.2573 -4.1823 -1.6 -0.3 2.7 -0.059
H 14.6622 13.6566 -10.6195 -0.2 -0.3 -0.3 0.107
H 11.5737 12.0318 -9.7954 -0.3 0.1 0.0 0.103
H 2.3821 3.5385 -1.1528 -0.1 0.1 -0.1 0.118
C -4.1946 8.9156 -15.3989 -0.5 -0.5 0.9 -0.054
C -0.8787 8.0399 -14.7762 -0.4 -0.8 -1.5 0.043
C 15.0720 3.5450 -9.7712 -0.1 0.1 -0.2 -0.144
H 4.8895 13.0394 -9.1178 1.4 -0.7 0.5 0.132
H 8.6196 1.4247 -18.9008 0.2 -0.1 -0.9 0.143
H 3.9816 4.0838 -6.0755 -0.2 0.4 0.1 0.137
C 2.9484 10.1140 -7.1994 2.0 1.5 1.3 0.060
H 1.0173 5.6639 -15.9893 -0.7 0.0 0.3 0.108
H 7.7336 3.6273 -20.0789 -0.3 -0.2 0.4 0.105
H 5.2203 4.2223 -1.9824 0.1 0.1 -0.2 0.172
C 4.5964 4.2829 -2.8618 -0.9 0.3 -2.2 0.063
H 12.9368 0.4652 -13.5576 0.4 0.6 0.0 0.116
H -0.8932 7.8130 -13.7204 -0.1 -0.3 -0.2 0.161
H 11.6290 0.3614 -10.2359 0.2 0.1 0.2 0.138
C 5.7157 0.8734 -20.6465 0.0 1.4 0.2 0.013
H 14.8497 11.2530 -11.0449 -0.2 0.0 0.3 0.098
H -2.8684 9.5132 -13.6666 0.0 -0.7 -0.1 0.131
H 10.9988 13.1848 -11.0134 0.3 -0.2 -0.5 0.117
H 6.3252 5.2285 -5.3001 0.3 -0.1 -0.4 0.127
C 4.5654 10.4610 -5.2401 -0.6 -0.1 -1.6 0.030
H 5.6180 11.1516 -7.4213 -0.1 0.1 -0.3 0.137
H 15.9743 3.0093 -9.4763 0.1 0.3 0.1 0.137
H 2.6167 5.2834 -0.9709 0.7 0.0 -0.3 0.111
H 15.2557 4.1302 -10.6722 0.3 0.2 0.3 0.125
H 5.8721 -0.1948 -20.4957 -0.1 0.2 -0.2 0.115
H -1.8096 9.7448 -17.3269 0.1 -0.1 0.0 0.153
H 13.4356 13.2557 -9.4108 0.1 0.1 0.0 0.106
N 3.2352 4.4070 -2.8369 2.7 0.2 -2.4 -0.087
C 12.2299 0.9994 -12.9227 -0.8 -0.8 -0.8 0.006
C 14.5045 12.9587 -13.3022 -0.1 -0.9 -0.9 -0.194
H 7.5685 3.3128 -6.1523 0.4 -0.3 0.4 0.087
H 5.2216 9.7663 -5.7644 0.1 -0.1 0.4 0.100
C 6.6388 3.1070 -5.6218 0.3 0.5 -0.9 -0.056
N 7.0099 1.6255 -20.3992 1.2 -0.5 0.5 -0.317
H 13.5370 10.2505 -11.6038 -0.3 -0.1 0.3 0.110
F 7.0347 6.4384 -12.8719 1.3 0.3 1.7 -0.320
C 13.2928 1.7360 -9.5239 -1.6 -1.1 -1.0 -0.003
C 13.5964 13.4900 -10.4632 -0.5 -0.8 0.2 0.012
H 13.4856 4.7839 -8.8642 0.0 -0.1 -0.3 0.085
H 14.3511 2.6216 -12.4913 0.0 0.1 0.2 0.167
C -1.3053 9.0785 -16.6428 -0.4 -0.2 -1.5 -0.022
H 13.5100 10.8302 -9.8543 0.3 -0.4 -0.1 0.107
N 12.7817 1.4116 -11.6861 2.9 0.2 2.4 -0.125
H 5.9368 3.4136 -19.8272 0.2 0.1 -0.3 0.107
H 15.0838 5.2430 -8.3377 0.3 0.0 -0.6 0.086
O 15.3677 11.8075 -13.2682 -1.0 0.0 0.9 -0.063
H 2.4029 9.6095 -6.4019 -0.3 -0.4 -0.7 0.112
H 12.3846 13.4817 -12.8059 0.3 0.0 -0.9 0.133
H 14.3968 3.8471 -7.6994 -0.1 -0.4 -0.1 0.077
C 2.8266 4.4331 -4.1706 -0.5 -0.3 -0.3 -0.005
F 6.5511 5.8538 -10.4831 1.1 0.5 -0.5 -0.317
F 9.4268 7.2722 -12.1314 -1.8 -0.6 0.8 -0.314
C 2.3949 4.4899 -1.6846 -1.4 0.0 1.2 0.004
H 7.4763 1.1342 -16.9922 0.1 -0.3 0.1 0.132
C -0.2334 8.2715 -16.8575 0.1 0.2 -0.3 -0.003
C -2.9546 9.5013 -14.7531 -0.1 0.7 -1.0 -0.146
C 6.8127 3.1560 -20.4226 0.9 -1.3 -0.8 0.036
C 11.5517 12.2578 -10.8616 1.1 -1.7 0.5 -0.004
H 5.3457 1.1529 -21.6330 0.2 -0.4 -0.1 0.115
C 1.1318 6.6496 -15.5384 1.3 -0.3 0.6 -0.001
H 3.8568 9.9407 -4.5956 0.1 0.0 -0.2 0.102
F 8.8184 6.7268 -9.7010 -0.8 -0.2 -1.7 -0.332
H 2.4612 11.6487 -4.8096 0.1 0.1 0.0 0.107
H 1.7870 4.4839 -4.4587 0.0 0.0 0.3 0.138
H -4.1016 8.9509 -16.4843 -0.2 0.1 0.1 0.086
C 12.4664 1.0232 -10.4013 0.4 1.0 0.5 0.022
C 2.8463 12.1245 -5.7115 -0.5 0.0 -0.3 0.010
C 13.0890 12.6500 -12.8032 0.3 -1.4 2.8 -0.036
C 14.4771 4.3898 -8.6412 -0.1 0.0 0.5 -0.064
H 7.5341 0.0286 -19.1142 -0.1 0.1 0.5 0.137
H 7.1891 3.4352 -16.8148 -0.1 -0.1 0.2 0.105
H 9.0104 1.5869 -21.3774 -0.3 0.4 0.0 0.113
H 11.5046 0.2064 -12.7408 -0.6 0.6 0.0 0.111
H 2.0433 7.0184 -16.0088 -0.2 0.6 -0.1 0.104
H 5.9523 1.5257 -17.6186 -0.4 0.6 -0.4 0.129
C 7.0122 1.7125 -17.7912 -0.2 -0.2 1.5 -0.244
H 16.2725 12.0110 -13.5163 0.0 0.4 -0.2 0.108
C 13.8450 2.2188 -11.6264 0.0 1.3 3.0 0.045
C 8.0299 1.1206 -21.4736 -0.7 -0.2 1.4 0.041
H -2.9377 10.5605 -15.0096 0.4 0.0 -0.2 0.130
C 7.5818 1.1135 -19.0202 0.3 0.9 -1.5 -0.098
```
Positions in Å, forces in eV/Å.

Output
E_HOMO = -17.7390 eV
Kohn-Sham gap = 9.9 eV
relative energy (zero: lowest compared OMol25 entry of this formula, charge and spin) = 0.50 kcal/mol
calculated total energy = -4854.25413 a.u.
net charge = +5